DFT (ωB97M-V/def2-TZVPD) results for 13 unconnected molecules or ions with the total composition C4H33N2O13S in a non-equilibrium geometry.

XYZ file:
```
53
Properties=species:S:1:pos:R:3:forces:R:3:nbo_charge:R:1
C -0.2684 -0.9020 -1.3236 2.68 -0.50 -0.42 -0.241
N -0.7250 0.2927 -0.7167 -1.09 0.00 0.56 -0.622
C -1.3137 1.2422 -1.3019 -0.30 -0.39 0.15 0.740
N -1.5517 1.5034 -2.6434 -1.01 1.00 -0.07 -0.846
O -1.8386 2.2513 -0.5542 -0.28 0.64 -0.27 -0.732
C 0.7445 -0.6605 -2.5079 -0.90 -0.93 0.51 -0.439
C 1.6093 0.5542 -2.3603 2.36 0.86 -0.39 -0.498
S 2.7433 0.6175 -0.8535 -0.68 -0.59 -0.20 -0.755
H 0.3410 -1.4319 -0.5824 0.13 0.31 0.32 0.180
H -1.0279 -1.6437 -1.4923 -0.58 0.22 -0.61 0.191
H 2.8026 3.3678 -0.2257 0.35 0.26 -0.53 0.475
H -1.9863 0.8235 -3.2528 0.66 -1.03 0.56 0.419
H -2.2171 2.2716 -2.6667 0.47 0.32 -0.01 0.379
H 1.4956 -1.4662 -2.5698 -0.53 -0.21 0.32 0.203
H 0.2067 -0.7215 -3.4555 -0.03 0.50 -0.22 0.196
H 2.3589 0.4576 -3.1797 -0.51 0.22 0.31 0.201
H 1.2187 1.5675 -2.4912 -0.64 -0.45 0.10 0.208
H -1.4160 2.4112 0.3079 0.82 -0.30 -0.57 0.521
H -1.0889 4.0421 1.6921 0.63 -0.63 0.37 0.484
O -0.2522 4.2684 1.2701 -0.17 1.47 -0.46 -0.984
H -3.9622 -2.2281 1.0787 0.38 0.14 -0.10 0.467
H -2.5152 -1.6851 0.9436 -0.53 -0.02 0.12 0.509
O -3.2161 -2.1758 0.4667 0.02 -0.33 -0.19 -0.995
H 0.7126 1.0299 0.4604 -0.16 0.88 0.46 0.531
H 1.3284 1.7262 1.6566 -0.28 0.09 -0.16 0.462
O 0.4933 1.7165 1.1623 0.85 -1.09 0.16 -1.047
H 1.4784 3.4401 -0.7865 0.11 0.58 -0.34 0.472
H 0.4550 3.6261 1.3925 -0.86 -0.32 0.16 0.496
O 2.2926 3.9801 -0.7873 -0.44 -0.83 0.74 -0.950
H -2.4267 1.4864 2.8587 0.13 0.41 0.52 0.487
H -2.4486 1.9113 1.5270 -0.33 0.70 0.13 0.466
O -2.4186 2.3437 2.4010 -0.30 -0.82 -0.51 -0.960
H -2.7242 -1.8545 -2.3540 0.39 0.37 -1.01 0.502
H -3.7535 -0.8511 -2.5056 -0.13 0.55 -0.35 0.462
O -2.9157 -1.0698 -2.9332 -0.72 -0.67 0.99 -0.985
H 3.8568 -1.4202 -0.3980 0.29 0.21 0.15 0.503
H 4.0051 -1.3870 1.0817 0.24 0.43 0.26 0.459
O 4.3057 -1.9066 0.3352 -0.21 -0.15 -0.57 -0.989
H 0.9253 -1.8394 2.2534 -0.04 0.05 0.23 0.506
H 0.5520 -2.4723 3.5291 -0.06 -0.44 0.43 0.470
O 0.4169 -1.6515 3.0678 -0.31 0.76 -0.11 -0.999
H -1.2726 -0.4710 2.7631 -0.23 -0.54 -0.04 0.506
H -1.3347 -0.0171 1.3672 -0.14 0.18 -0.61 0.512
O -1.9365 -0.3525 2.0585 0.74 0.16 0.39 -1.010
H 2.2221 0.0123 3.5581 0.10 -0.71 0.35 0.481
H 3.0963 0.5251 2.5343 0.68 0.02 -0.53 0.471
O 3.1391 -0.1054 3.2602 -0.72 0.46 -0.04 -0.952
H -2.2062 -3.8278 -1.2740 -0.03 0.29 -0.39 0.497
H -1.3143 -3.5957 -2.5218 -0.25 -0.01 0.12 0.482
O -2.2291 -3.5450 -2.2071 0.29 -0.65 0.48 -0.946
H 2.4378 -2.5685 0.8808 0.14 -0.49 0.24 0.504
H 2.9191 -2.6445 2.2974 -0.03 -0.11 0.09 0.481
O 2.2030 -2.9739 1.7408 0.02 0.13 -0.55 -0.971
```
Forces are in eV/Å.

energy above the lowest of the compared OMol25 structures with the same formula, charge and spin	291.0	kJ/mol
highest occupied orbital energy	-0.1539	Ha
total charge	-1
frontier orbital gap	6.6	eV